(1)
{
  "formula": "C7H8Cl2GdLaO4",
  "method": "wB97M-V/def2-TZVPD",
  "homo_ev": [-23.08, -23.08],
  "e_above_lowest_kcal_mol": 0.00,
  "spin_multiplicity": 8,
  "lumo_ha": [-0.5852, -0.6894],
  "gap_ev": [7.16, 4.32],
  "total_charge": 4,
  "species": ["Cl", "C", "C", "Cl", "H", "O", "H", "Gd", "C", "O", "C", "O", "H", "La", "C", "C", "H", "H", "H", "O", "H", "C", "H"],
  "coordinates": [[-0.38, 1.71, -2.29], [0.02, -0.98, 3.27], [0.18, -1.54, -5.33], [-1.61, -1.91, -2.97], [0.51, 1.12, 3.53], [-0.17, -0.14, 1.04], [-0.77, -1.59, 3.73], [-1.76, -0.42, -4.88], [0.21, 0.97, -5.60], [1.19, 1.46, -5.95], [-0.37, 0.52, 3.32], [1.21, -2.02, -5.54], [1.14, -1.72, 1.52], [1.14, 0.05, -0.83], [1.73, 2.08, 0.02], [-0.89, 0.83, 1.93], [0.96, -1.17, 3.80], [-1.96, 0.64, 1.78], [-0.65, 1.81, 1.52], [1.88, 3.10, 0.54], [-0.60, -2.14, 1.52], [0.13, -1.38, 1.80], [-1.13, 0.74, 4.07]],
  "lowdin_spin": [0.00, 0.00, -0.01, 0.23, 0.00, 0.00, 0.00, 6.80, -0.02, 0.00, 0.00, 0.00, 0.00, 0.00, 0.00, 0.00, 0.00, 0.00, 0.00, 0.00, 0.00, 0.00, 0.00]
}



(2)
{
  "formula": "C7H8Cl2OSSi",
  "method": "wB97M-V/def2-TZVPD",
  "homo_ev": [-9.71, -7.67],
  "e_above_lowest_kcal_mol": 91.00,
  "lumo_ha": [-0.0278, -0.0223],
  "gap_ev": [8.95, 7.06],
  "species": ["S", "C", "H", "H", "Cl", "H", "Si", "C", "H", "C", "O", "H", "C", "H", "C", "H", "C", "Cl", "C", "H"],
  "coordinates": [[-0.25, 1.24, 3.23], [-1.57, 0.58, -0.63], [-2.76, -1.91, -2.38], [-0.46, 3.74, 0.18], [3.75, 2.19, 0.31], [-3.23, 0.08, -2.11], [0.45, 1.00, 1.20], [-2.14, -1.50, -1.72], [3.87, 0.05, 1.16], [-1.10, -2.16, -1.06], [2.05, 0.49, 1.32], [0.83, 1.05, 4.01], [-0.58, -0.10, 0.06], [-1.76, 1.54, -0.54], [-2.40, -0.17, -1.51], [-0.85, -3.13, -1.18], [-0.28, -1.43, -0.27], [2.79, -0.27, -0.89], [3.15, 0.52, 0.62], [0.51, -1.82, 0.19]],
  "nbo_charge": [-0.46, -0.17, 0.20, -0.10, -0.06, 0.22, 1.45, -0.18, 0.19, -0.19, -0.89, 0.18, -0.54, 0.21, -0.21, 0.21, -0.17, -0.02, 0.13, 0.20]
}



(3)
{
  "formula": "C7H8Cl2OSi",
  "method": "wB97M-V/def2-TZVPD",
  "homo_ev": [-9.79, -7.96],
  "e_above_lowest_kcal_mol": 78.15,
  "lumo_ha": [-0.0135, -0.1758],
  "gap_ev": [9.42, 3.18],
  "species": ["H", "C", "C", "O", "C", "H", "Cl", "C", "H", "C", "C", "H", "H", "C", "H", "Si", "H", "H", "Cl"],
  "coordinates": [[2.43, 1.71, 1.47], [1.70, 1.75, 0.56], [-1.76, -3.76, 0.89], [-0.35, -1.75, -1.49], [0.90, 2.81, 0.37], [-0.49, 2.14, -2.67], [-0.14, -0.28, -4.27], [1.76, 0.81, -0.42], [-0.71, 3.70, -0.87], [0.12, 2.94, -0.78], [0.89, 0.79, -1.54], [-0.83, -4.19, 0.61], [-2.78, -4.13, 1.10], [0.00, 1.90, -1.74], [-1.62, -2.63, 0.77], [0.57, -0.94, -2.43], [2.52, 0.01, -0.34], [0.91, 3.69, 1.18], [2.51, -1.41, -2.86]],
  "nbo_charge": [0.25, -0.23, -0.53, -1.17, -0.13, 0.25, -0.39, -0.16, 0.24, -0.20, -0.13, 0.18, 0.18, -0.20, 0.18, 1.72, 0.25, 0.24, -0.35]
}



(4)
{
  "formula": "C7H8ClFN3O2",
  "method": "wB97M-V/def2-TZVPD",
  "homo_ev": -2.99,
  "lumo_ha": 0.1201,
  "gap_ev": 6.26,
  "total_charge": -1,
  "species": ["O", "C", "F", "C", "H", "H", "N", "Cl", "C", "N", "C", "H", "N", "H", "H", "O", "C", "H", "H", "H", "C", "C"],
  "coordinates": [[-2.81, -0.05, 1.25], [0.30, -0.64, 0.72], [1.44, -1.23, -2.51], [-2.59, -0.76, 0.11], [2.37, -1.49, 0.69], [2.29, 2.17, -1.11], [-0.02, -1.37, -0.61], [-0.52, 3.19, -0.16], [-0.42, 0.67, 0.65], [-0.06, -1.00, -1.81], [0.28, 1.57, -0.28], [-2.21, 1.30, -0.22], [2.45, 0.60, 0.12], [-0.14, -1.28, 1.43], [-0.37, 1.15, 1.71], [-3.06, -1.68, -0.45], [1.70, 1.52, -0.44], [1.90, -0.30, 2.08], [-0.32, -2.39, -0.39], [-0.16, -0.02, -1.97], [1.85, -0.45, 0.89], [-1.90, 0.49, 0.29]],
  "nbo_charge": [-0.50, -0.07, -0.51, 0.79, 0.19, 0.19, -0.36, -0.16, -0.31, -0.10, -0.37, 0.20, -0.58, 0.19, 0.19, -0.54, 0.07, 0.16, 0.36, 0.38, -0.22, 0.00]
}